[1]
# C24H31ClF5N2O20P2

A 6-piece molecular cluster, C24H31ClF5N2O20P2 overall in a non-equilibrium geometry (the ωB97M-V functional and the def2-TZVPD basis, the Open Molecules 2025 dataset).

Geometry as XYZ:
```
85
Properties=species:S:1:pos:R:3:forces:R:3
C -1.336230 -1.416946 1.644831 -0.2 0.1 0.0
C -0.453854 -0.442068 0.921987 -0.1 0.0 0.0
C -0.123807 -0.710037 -0.435688 -0.1 0.0 0.1
N -0.647818 -1.904460 -0.992576 0.0 -0.1 0.1
C 0.688736 0.169170 -1.121810 0.1 0.2 0.1
P 1.183036 -0.197429 -2.858263 0.1 0.0 -0.2
O 0.538712 -1.417370 -3.337554 0.2 0.2 0.0
O 0.811065 1.089383 -3.706314 0.1 -0.2 0.1
O 2.777140 -0.249482 -2.874374 -0.3 0.0 0.1
N 1.116983 1.300771 -0.459096 -0.1 -0.1 0.3
Cl 2.167624 2.368332 -1.293356 0.0 -0.1 -0.1
C 0.833533 1.617764 0.835069 0.3 -0.6 0.1
P 1.453097 3.269190 1.357905 -0.4 0.9 -0.7
C 3.246003 3.049192 1.640199 0.3 -0.3 0.0
C 0.712104 3.817240 2.917648 0.0 -0.3 0.4
C 0.061192 0.680888 1.549018 0.1 0.1 -0.1
C -0.210974 0.883924 3.018596 0.1 -0.1 0.1
O -1.395346 1.667131 3.101832 -0.1 0.1 0.2
O -2.292333 1.094342 4.062047 0.1 -0.1 -0.1
H -2.093103 -1.802189 0.961414 0.1 0.0 0.1
H -1.829504 -0.960070 2.503992 0.1 -0.1 -0.2
H -0.745596 -2.271803 1.991028 -0.1 0.0 -0.1
H 0.087332 -2.465113 -1.411202 -0.1 0.1 0.0
H -1.281628 -1.702605 -1.759982 0.0 0.0 0.1
H 1.580629 1.532404 -4.088721 -0.1 0.1 0.0
H 3.215229 -0.059044 -2.036158 0.1 0.0 0.0
H 3.773186 3.808294 1.056255 0.0 -0.1 0.1
H 3.518402 3.145429 2.692830 -0.1 0.0 -0.1
H 3.584178 2.067526 1.305897 0.0 0.1 0.1
H 1.012742 3.288970 3.824920 0.0 0.1 -0.1
H 1.028473 4.861096 3.006203 -0.1 -0.1 -0.1
H -0.373081 3.788892 2.808737 0.1 0.1 0.1
H 0.628509 1.387814 3.504318 -0.1 -0.1 -0.1
H -0.358656 -0.068633 3.530345 0.0 0.2 -0.1
H -3.064241 0.921812 3.497174 0.0 0.1 0.1
C -1.083534 -2.146089 -6.020752 0.0 0.0 0.0
C -0.524740 -1.253673 -7.106350 -0.1 0.0 0.0
O -1.428632 -1.444605 -8.165903 0.0 0.2 0.0
C -2.633480 -1.828854 -7.639487 0.1 -0.1 0.0
O -3.648085 -1.863264 -8.239833 -0.1 0.0 0.0
O -2.480037 -2.146976 -6.332322 0.0 0.0 0.0
F 0.723662 -1.637442 -7.495305 0.0 -0.1 0.0
H -0.687757 -3.156267 -6.118595 0.0 0.0 0.0
H -0.906347 -1.778254 -5.016829 -0.2 0.0 0.0
H -0.488290 -0.191083 -6.857127 0.1 0.0 0.0
C -5.228293 0.701744 7.453586 0.0 0.0 0.0
C -4.107867 -0.067209 6.776124 0.0 0.1 0.0
O -4.565945 -0.138895 5.434313 0.2 0.1 -0.1
C -5.406156 0.904057 5.213022 -0.1 -0.1 0.1
O -5.771174 1.245008 4.134328 0.1 0.0 0.0
O -5.741793 1.491843 6.372534 0.0 0.0 0.0
F -3.962412 -1.317527 7.260747 -0.1 0.0 0.0
H -6.001107 0.015644 7.801481 0.0 0.0 0.0
H -4.903156 1.347982 8.262001 0.0 0.1 -0.1
H -3.136297 0.429465 6.786431 0.0 -0.1 0.0
C 6.404562 -1.509988 1.827418 0.0 0.0 0.0
C 6.389698 -0.337956 2.794601 -0.1 -0.1 -0.1
O 5.163103 0.304458 2.455090 0.1 0.0 0.3
C 4.335906 -0.612300 1.911553 0.0 0.0 0.2
O 3.167709 -0.434809 1.753987 -0.2 0.0 -0.3
O 5.001307 -1.733811 1.605595 0.0 0.0 -0.1
F 7.404866 0.520543 2.589724 0.0 0.0 -0.1
H 6.875474 -1.217374 0.888577 0.0 0.0 0.0
H 6.866307 -2.410582 2.217319 -0.1 0.0 0.0
H 6.360103 -0.610230 3.850107 0.1 0.0 0.0
C -4.583799 3.783797 2.640007 -0.1 0.1 0.1
C -4.697110 4.958009 1.687591 0.1 -0.1 -0.1
O -3.392037 5.005897 1.114421 -0.1 0.0 -0.2
C -2.838939 3.776559 1.201632 0.0 0.0 0.2
O -1.844912 3.434793 0.641916 0.1 0.0 0.0
O -3.570039 2.989769 2.013551 -0.1 -0.1 -0.1
F -4.946372 6.121083 2.319623 0.1 0.0 0.1
H -4.223580 4.122343 3.613060 0.0 0.0 0.0
H -5.489864 3.201098 2.763087 0.0 -0.1 -0.1
H -5.422682 4.830219 0.883380 -0.1 0.1 0.0
C 2.700284 -4.347113 -6.851142 0.0 0.0 0.0
C 2.016051 -4.960346 -5.643915 0.1 0.1 0.0
O 2.489582 -6.283642 -5.656415 0.1 0.0 0.2
C 3.693927 -6.306689 -6.305589 -0.1 0.0 -0.1
O 4.444063 -7.216562 -6.300278 0.0 -0.1 0.0
O 3.894581 -5.124763 -6.936707 0.0 0.0 0.0
F 0.662602 -4.958106 -5.762372 0.0 -0.1 -0.1
H 2.094141 -4.500292 -7.745425 0.0 0.0 0.0
H 2.943570 -3.295078 -6.741058 0.1 0.0 0.0
H 2.271205 -4.496849 -4.688554 -0.1 0.0 0.0
```
Positions in Å, forces in eV/Å.

Results
Charge: +1

Atom charges from the Löwdin analysis, given in e for atoms 1 to 6:
1 C 0.01
2 C -0.09
3 C -0.20
4 N 0.09
5 C -0.17
6 P 0.46


[2]
# C7H10N2O

One molecule with the formula C7H10N2O in a non-equilibrium geometry (the ωB97M-V functional and the def2-TZVPD basis, the Open Molecules 2025 dataset).

Geometry as XYZ:
```
20
Properties=species:S:1:pos:R:3:forces:R:3
C 0.722119 0.826796 -1.279485 0.0 -1.3 3.8
C 0.710859 1.062064 0.074243 0.4 0.0 -2.0
C 0.670322 2.457178 0.728958 3.0 -1.5 0.2
N 0.952641 0.082214 1.022689 1.6 2.2 0.0
C 0.437126 -0.976879 1.353729 -1.9 -1.6 0.1
C -0.781383 -1.723991 0.807420 2.5 -2.3 -0.7
C -1.365190 -1.528316 -0.541797 0.6 3.7 -1.8
N -2.358752 -0.444033 -0.611665 1.5 -2.3 -0.9
C -2.868028 0.250763 0.195786 0.1 0.1 -1.2
O -3.457664 1.072194 0.724890 -1.6 2.1 2.3
H 0.778681 -0.179306 -1.677406 0.2 0.3 0.0
H 0.611093 1.627819 -1.897445 -0.1 2.0 -1.8
H -0.275790 2.596815 1.083065 -2.7 0.6 1.1
H 0.932961 3.263535 0.065807 0.1 0.1 -0.4
H 1.366077 2.473138 1.641113 -0.9 -0.1 -1.4
H 0.853968 -1.438399 2.252280 0.0 -0.4 -0.1
H -1.521858 -1.678163 1.543575 -1.4 -0.1 1.3
H -0.443116 -2.813827 0.752859 -0.3 1.1 0.6
H -1.812769 -2.356879 -0.964392 -1.1 -2.1 -0.3
H -0.645612 -1.222751 -1.350919 -0.3 -0.6 1.2
```
Positions in Å, forces in eV/Å.

Results
Relative energy (zero: lowest compared OMol25 entry of this formula, charge and spin), kcal/mol: 67.7

Atom charges from the Löwdin analysis, given in e for atoms 1 to 6:
1 C 0.06
2 C -0.36
3 C -0.03
4 N 0.08
5 C -0.14
6 C -0.14


[3]
# C3H6N2O

C3H6N2O as an isolated structure in a non-equilibrium geometry (the ωB97M-V functional and the def2-TZVPD basis, the Open Molecules 2025 dataset).

Geometry as XYZ:
```
12
Properties=species:S:1:pos:R:3:forces:R:3
C -0.660169 0.621137 0.501659 -0.8 1.0 1.2
C -0.736831 0.145516 -0.953248 -2.9 1.0 -1.8
C 0.765297 0.126554 0.723428 -2.0 -1.0 0.0
N 0.458462 -1.270984 0.343297 0.3 0.3 1.2
N 0.371848 -0.700139 -0.953246 4.1 -1.2 -2.2
O 1.415298 0.423516 -0.475637 0.1 -1.2 -1.1
H -0.747511 1.696816 0.616682 -0.3 0.0 0.1
H -1.311932 0.030163 1.180130 0.1 0.9 -0.5
H -1.660934 -0.493396 -1.282627 1.5 1.3 0.8
H -0.531823 0.952409 -1.791272 -0.6 -1.6 1.9
H 1.313963 0.252778 1.608128 0.6 0.6 1.3
H 1.324333 -1.784371 0.482706 0.0 -0.3 -1.0
```
Positions in Å, forces in eV/Å.

Results
Relative energy (zero: lowest compared OMol25 entry of this formula, charge and spin), kcal/mol: 121.9

Atom charges from the Löwdin analysis, given in e for atoms 1 to 6:
1 C -0.13
2 C -0.22
3 C -0.38
4 N 0.04
5 N -0.04
6 O -0.05


[4]
# C26H27BCl2F7IrN2O5S

C26H27BCl2F7IrN2O5S as an isolated structure in a non-equilibrium geometry (the ωB97M-V functional and the def2-TZVPD basis, the Open Molecules 2025 dataset).

Geometry as XYZ:
```
72
Properties=species:S:1:pos:R:3:forces:R:3
Ir -0.501528 0.973965 -1.457369 -2.1 -0.6 0.2
C 4.631661 -3.322288 0.578332 0.0 0.0 0.0
C 3.147057 -3.678064 0.730625 0.0 0.0 0.0
C 2.859088 -3.983483 2.199752 0.0 0.0 0.0
C 2.819253 -4.923423 -0.104939 0.0 0.0 0.0
C 2.308844 -2.516784 0.215422 0.0 0.0 0.0
C 2.407597 -2.109367 -1.110748 0.0 0.0 -0.1
C 1.634444 -1.077533 -1.592550 0.0 0.0 -0.1
N 0.775256 -0.426477 -0.807716 0.0 0.3 -0.1
C 0.637653 -0.807716 0.475922 0.0 0.0 0.0
C 1.396799 -1.830903 1.007651 0.0 0.0 0.0
C -0.429593 -0.106030 1.204048 0.1 0.0 0.0
C -0.769798 -0.350233 2.520583 0.0 0.0 0.0
C -1.848390 0.308675 3.098513 0.0 0.0 -0.1
C -2.535657 1.204153 2.282845 0.0 0.0 0.0
C -2.148434 1.413959 0.978627 -0.1 0.1 -0.1
N -1.107475 0.772657 0.450882 0.6 -0.2 0.0
C -2.297667 0.074082 4.533971 0.1 0.0 0.0
C -1.414432 -0.948687 5.246722 0.0 0.0 0.0
C -3.741677 -0.444660 4.515329 0.0 0.0 0.0
C -2.232713 1.404174 5.296710 0.0 0.0 0.0
H 5.247740 -4.150105 0.932702 0.0 0.0 0.0
H 4.884645 -2.434342 1.160057 0.0 0.0 0.0
H 4.896018 -3.131307 -0.461916 0.0 0.0 0.0
H 3.478382 -4.821377 2.520859 0.0 0.0 0.0
H 1.816721 -4.267219 2.356403 0.0 0.0 0.0
H 3.092886 -3.135090 2.846184 0.0 0.0 0.0
H 3.398630 -5.772429 0.261619 0.0 0.0 0.0
H 3.063688 -4.783444 -1.157668 0.0 0.0 0.0
H 1.759808 -5.173513 -0.036024 0.0 0.0 0.0
H 3.076379 -2.602952 -1.801218 0.0 0.0 0.0
H 1.673620 -0.749171 -2.617903 0.0 0.0 0.0
H 1.238421 -2.107148 2.037317 0.0 0.0 0.0
H -0.194469 -1.072045 3.077320 0.0 0.0 0.0
H -3.394258 1.749956 2.647014 0.0 0.0 0.0
H -2.669399 2.095417 0.322433 0.0 0.0 0.0
H -1.452018 -1.924100 4.758134 0.0 0.0 0.0
H -1.766448 -1.080369 6.270163 0.0 0.0 0.0
H -0.373960 -0.621257 5.296265 0.0 0.0 0.0
H -3.817310 -1.378940 3.957555 0.0 0.0 0.0
H -4.424651 0.274208 4.062653 0.0 0.0 0.0
H -4.078654 -0.625916 5.537233 0.0 0.0 0.0
H -1.214486 1.795773 5.319425 0.0 0.0 0.0
H -2.564481 1.254463 6.325287 0.0 0.0 0.0
H -2.875719 2.160443 4.846433 0.0 0.0 0.0
Cl 0.601795 4.128125 -8.443139 0.0 0.0 0.0
C 0.200059 3.299840 -6.968501 0.0 0.0 0.0
C -1.126595 2.929084 -6.735197 0.0 0.0 0.0
C -1.468130 2.281247 -5.576111 0.1 0.0 0.1
Cl -3.118354 1.856557 -5.298192 -0.1 0.0 0.0
C -0.509151 1.943313 -4.574681 0.1 0.4 -0.4
O -0.915718 1.342548 -3.513198 0.6 -0.4 0.7
C 0.827190 2.333460 -4.860610 -0.2 0.0 0.0
C 1.887036 2.058982 -3.922548 -0.1 0.0 -0.1
O 1.761421 1.367138 -2.929140 0.6 0.0 0.2
C 1.162134 3.015264 -6.039477 -0.1 0.0 0.0
H -1.890854 3.158330 -7.464643 0.0 0.0 0.0
H 2.870199 2.511767 -4.151268 0.0 0.0 -0.1
H 2.191428 3.308405 -6.205237 0.0 0.0 0.0
F -1.721733 5.740688 -0.387293 0.0 0.0 0.0
C -0.690368 4.979127 -0.052103 0.2 -0.2 0.1
F -0.950231 4.387002 1.117126 0.0 0.0 0.0
F 0.393129 5.732713 0.078067 0.0 0.0 0.0
S -0.451656 3.704347 -1.362827 -0.4 -0.2 -0.1
O 0.098171 4.371153 -2.490577 0.0 0.1 0.2
O -1.772004 3.075997 -1.478146 0.3 0.0 -0.2
O 0.424256 2.651601 -0.725728 0.5 0.7 -0.3
F -0.933119 -2.695223 -1.129608 0.0 -0.1 0.0
B -2.081372 -1.953915 -1.306013 0.1 0.3 -0.1
F -2.586174 -1.493266 -0.108529 -0.1 0.0 0.1
F -2.993461 -2.502370 -2.137778 0.0 -0.1 0.0
F -1.599271 -0.657468 -2.057589 -0.1 -0.1 0.0
```
Positions in Å, forces in eV/Å.

Results
Relative energy (zero: lowest compared OMol25 entry of this formula, charge and spin), kcal/mol: 45.9

Atom charges from the Löwdin analysis, given in e for atoms 1 to 6:
1 Ir 1.56
2 C -0.04
3 C -0.55
4 C -0.06
5 C -0.03
6 C -0.13


| no. | energy (eV) |
| --- | --- |
| 1 | -114001.477 |
| 2 | -12446.511 |
| 3 | -8231.412 |
| 4 | -99042.976 |